No. 1
Molecular formula: C17H21N5O2S2V
Method: DFT, wB97M-V/def2-TZVPD

Calculated values
E_tot = -2825.0959 Eh
F_max = 1.0 eV/A
relative energy (zero: lowest compared OMol25 entry of this formula, charge and spin) = 45.6 kJ/mol
LUMO (spin up / spin down) = 0.29 / 0.28 eV
<S²> = 3.766

```
! RIJCOSX wB97M-V def2-TZVPD def2/J DEFGRID3
* xyz 0 4
V 0.4984 0.6910 -1.0504
N -0.1169 -2.6912 -1.4748
C -1.1613 -1.8623 -1.7160
N -1.0764 -0.5640 -1.5817
C -2.2630 0.0602 -1.9488
C -3.2505 -0.7756 -2.3382
S -2.7116 -2.4166 -2.2402
C -2.2211 1.5233 -1.9262
C -3.1805 2.4259 -2.2227
S -2.5243 4.0268 -2.1587
C -0.9798 3.3614 -1.7575
N -0.9774 2.0628 -1.6277
N 0.1336 4.1087 -1.5707
H 0.6950 -2.2391 -1.0646
H -0.3244 -3.5928 -1.0767
H -4.2460 -0.5332 -2.6640
H -4.2132 2.2571 -2.4680
H 0.1273 5.0758 -1.8388
H 1.0169 3.6188 -1.6328
C 1.5538 -2.1316 1.7578
N 0.1535 -2.5259 1.7686
C -0.1075 -3.4427 2.8615
C -0.8156 -1.4004 1.7253
C -0.2717 -0.0286 2.0565
C -0.2108 0.3262 3.4034
C 0.3029 1.5486 3.8049
C 0.7576 2.4286 2.8347
C 0.6860 2.0628 1.4977
C 0.1816 0.8348 1.0408
H 2.1662 -3.0196 1.5872
H 1.8781 -1.6667 2.7012
H 1.7487 -1.4175 0.9576
H 0.5426 -4.3151 2.7739
H -1.1412 -3.7894 2.8279
H 0.0717 -2.9924 3.8528
H -1.6241 -1.6328 2.4243
H -1.2647 -1.3663 0.7343
H -0.5817 -0.3667 4.1525
H 0.3415 1.8122 4.8544
H 1.1649 3.3927 3.1167
H 1.0614 2.7859 0.7695
C 3.2030 -0.1551 -3.2835
C 2.5239 0.3011 -2.0192
O 2.1922 1.5258 -1.8967
O 2.2040 -0.5331 -1.1303
H 3.9996 0.5347 -3.5572
H 2.4675 -0.1431 -4.0893
H 3.5917 -1.1632 -3.1685
*
```

No. 2
Molecular formula: CH4N3O2S
Method: DFT, wB97M-V/def2-TZVPD

Calculated values
E_tot = -753.0632 Eh
F_max = 4.3 eV/A
relative energy (zero: lowest compared OMol25 entry of this formula, charge and spin) = 0.0 kJ/mol
LUMO = -5.66 eV

```
! RIJCOSX wB97M-V def2-TZVPD def2/J DEFGRID3
* xyz 1 1
C 0.2402 -1.2255 0.4976
N -0.4125 0.1876 -1.3394
N 0.8011 -1.2249 1.7177
N 0.0120 -0.0293 -0.0167
O -1.3261 1.7604 -3.0340
O -0.7171 2.6205 -0.7155
S -0.9709 1.6268 -1.6634
H 0.2496 -2.0362 -0.3004
H 1.2828 -2.0332 2.0309
H 0.8181 -0.4904 2.4012
H 0.0228 0.8442 0.4218
*
```

Q: Among the records above, which one has the highest F_max?
A: CH4N3O2S

Q: Which of these has the lowest relative energy (zero: lowest compared OMol25 entry of this formula, charge and spin)?
A: CH4N3O2S